one.
Molecular formula: H4NP
Method: DFT, ωB97M-V/def2-TZVPD

HOMO energy: -9.18 eV
M: 49.0 g mol⁻¹

Structure (XYZ):
```
6
H4NP ωB97M-V/def2-TZVPD
N -1.001 -1.154 -0.485
P 0.066 -0.258 0.205
H -1.508 -0.060 -1.556
H -0.145 0.121 1.542
H 0.460 0.960 -0.296
H 1.332 -0.816 0.387
```

Listed below, in e, are the Löwdin charges computed for each atom: N -0.46; P 0.47; H 0.18; H -0.06; H -0.07; H -0.06


two.
Molecular formula: H4NP
Method: DFT, ωB97M-V/def2-TZVPD

HOMO energy: -9.67 eV
M: 49.0 g mol⁻¹

Structure (XYZ):
```
6
H4NP ωB97M-V/def2-TZVPD
N -1.442 1.054 -0.063
P 0.014 1.184 -0.569
H -1.523 0.092 0.277
H 1.849 -2.682 0.780
H 1.350 -2.104 0.562
H -0.248 2.456 -0.987
```

Listed below, in e, are the Löwdin charges computed for each atom: N -0.41; P 0.67; H -0.08; H 0.01; H -0.01; H -0.18


Relative energies, in eV, with the most stable structure set to zero: one 1.974; two 0.000.